w | Molecular formula: CH4NOPS
Method: DFT, ωB97M-V/def2-TZVPD

Geometry (Å):
H: 0.44115 -1.09074 -1.56760
P: 0.95810 -1.77309 -0.52063
N: 1.48946 -0.42303 0.21211
S: 1.15385 1.19824 0.40519
H: 2.14394 -0.75507 0.92162
C: -1.48008 0.71543 0.15254
O: -1.50554 -0.47931 0.28347
H: -2.00068 1.41428 0.95381
H: -1.20021 1.19329 -0.84051

LUMO energy (alpha / beta): -1.284 / -1.282 eV
molar mass: 109.09 g/mol
SMILES: [H]/P=[NH+]\[S-].C=O
spin multiplicity: 1
orbital gap (alpha / beta): 0.259 / 0.259 Ha

So, what does the Löwdin scheme give us? The charges, in e, come out as: atom 1 (H): -0.145, atom 2 (P): 0.900, atom 3 (N): -0.937, atom 4 (S): 0.531, atom 5 (H): -0.005, atom 6 (C): -0.346, atom 7 (O): -0.158, atom 8 (H): 0.110, atom 9 (H): 0.050

=====

x | Molecular formula: CH4NOPS
Method: DFT, ωB97M-V/def2-TZVPD

Geometry (Å):
C: 0.26243 0.45204 -0.90405
N: -0.73085 -2.01742 -0.97410
O: 0.16206 -0.00419 -2.29203
P: -0.93036 -0.75021 0.00375
S: -0.99381 -1.35076 -2.50029
H: 1.28170 0.33849 -0.59578
H: 0.08958 1.45195 -0.70735
H: -1.96762 0.17363 0.00545
H: -0.46058 -0.98284 1.16787

LUMO energy: 0.588 eV
molar mass: 109.09 g/mol
spin multiplicity: 1
orbital gap: 0.311 Ha

So, what does the Löwdin scheme give us? The charges, in e, come out as: atom 1 (C): -0.356, atom 2 (N): -0.661, atom 3 (O): -0.555, atom 4 (P): 0.751, atom 5 (S): 0.749, atom 6 (H): 0.071, atom 7 (H): 0.045, atom 8 (H): 0.003, atom 9 (H): -0.046

=====

y | Molecular formula: CH4NOPS
Method: DFT, ωB97M-V/def2-TZVPD

Geometry (Å):
C: 0.66732 0.89224 -0.05401
N: -0.80073 -1.22232 0.31951
O: -0.71553 1.24306 0.14795
P: 0.83196 -0.98030 -0.17685
S: -1.77299 0.04914 -0.23833
H: 1.16223 1.41464 -0.79242
H: 1.13074 0.94827 0.86354
H: -0.98755 -1.35942 1.42066
H: 0.48456 -0.98530 -1.49005

LUMO energy: 0.684 eV
molar mass: 109.09 g/mol
spin multiplicity: 1
orbital gap: 0.336 Ha

So, what does the Löwdin scheme give us? The charges, in e, come out as: atom 1 (C): -0.443, atom 2 (N): -0.685, atom 3 (O): -0.577, atom 4 (P): 0.821, atom 5 (S): 0.802, atom 6 (H): 0.055, atom 7 (H): 0.023, atom 8 (H): 0.096, atom 9 (H): -0.093

=====

Winner for stability: y

=====

w | Molecular formula: C5H6N2S
Method: DFT, ωB97M-V/def2-TZVPD

Geometry (Å):
C: -2.53639 0.73723 0.65060
S: -1.79626 -0.60789 -0.37294
C: -0.13916 -0.19873 -0.13364
C: 0.45241 1.01759 -0.39201
N: 1.71766 1.28377 -0.17799
C: 2.50948 0.33886 0.13368
C: 2.01783 -1.00960 0.25462
N: 0.69526 -1.21125 0.15534
H: -2.57234 1.50208 0.20039
H: -3.66172 0.60253 0.92282
H: -1.85502 1.00822 1.56173
H: -0.19448 2.04626 -0.66731
H: 3.48214 0.42537 0.27363
H: 2.82618 -1.67790 0.75474

LUMO energy: 0.464 eV
molar mass: 126.18 g/mol
SMILES: CSc1cnccn1
spin multiplicity: 1
orbital gap: 0.343 Ha

So, what does the Löwdin scheme give us? The charges, in e, come out as: atom 1 (C): -0.353, atom 2 (S): 0.895, atom 3 (C): -0.676, atom 4 (C): -0.166, atom 5 (N): 0.064, atom 6 (C): -0.144, atom 7 (C): -0.083, atom 8 (N): 0.049, atom 9 (H): -0.132, atom 10 (H): 0.090, atom 11 (H): 0.098, atom 12 (H): 0.172, atom 13 (H): 0.052, atom 14 (H): 0.135

=====

x | Molecular formula: C5H6N2S
Method: DFT, ωB97M-V/def2-TZVPD

Geometry (Å):
C: 1.77338 -0.28646 -0.43928
C: -0.30814 -1.37335 0.82918
C: -1.56244 -1.23979 0.52172
C: -0.45213 0.53763 -1.17437
C: 0.61258 0.44567 -0.13088
N: 2.71803 -0.90317 -0.65970
N: 0.68265 1.41729 0.84316
S: -2.11529 0.07319 -0.52518
H: 0.30752 -2.03219 1.39016
H: -2.39092 -1.85912 0.84200
H: -0.56813 1.55863 -1.54314
H: -0.24079 -0.13791 -2.00341
H: -0.04676 2.10620 0.87256
H: 1.59045 1.69338 1.17719

LUMO energy: 0.318 eV
molar mass: 126.18 g/mol
spin multiplicity: 1
orbital gap: 0.316 Ha

So, what does the Löwdin scheme give us? The charges, in e, come out as: atom 1 (C): -0.243, atom 2 (C): 0.014, atom 3 (C): -0.528, atom 4 (C): -0.415, atom 5 (C): -0.436, atom 6 (N): 0.163, atom 7 (N): 0.114, atom 8 (S): 0.849, atom 9 (H): 0.054, atom 10 (H): 0.055, atom 11 (H): 0.082, atom 12 (H): 0.089, atom 13 (H): 0.098, atom 14 (H): 0.104

=====

y | Molecular formula: C5H6N2S
Method: DFT, ωB97M-V/def2-TZVPD

Geometry (Å):
N: -2.19821 -1.37954 0.98662
C: -1.80073 -0.29518 0.96922
C: -1.30047 1.03946 0.93522
C: -0.08898 1.43184 0.50225
N: 0.98221 0.70120 0.07934
C: 1.02673 -0.72865 -0.09818
C: 0.43388 -1.16714 -1.41137
S: 1.16660 -2.09823 -2.50430
H: -2.00400 1.82561 1.26139
H: 0.08068 2.50990 0.51940
H: 1.72518 1.23788 -0.31671
H: 2.06835 -1.06121 -0.04497
H: 0.48143 -1.20834 0.70646
H: -0.57269 -0.80760 -1.58438

LUMO energy: -0.423 eV
molar mass: 126.18 g/mol
SMILES: N#C/C=C\NCC=S
spin multiplicity: 1
orbital gap: 0.306 Ha

So, what does the Löwdin scheme give us? The charges, in e, come out as: atom 1 (N): 0.142, atom 2 (C): -0.276, atom 3 (C): -0.118, atom 4 (C): -0.149, atom 5 (N): -0.007, atom 6 (C): -0.271, atom 7 (C): -0.654, atom 8 (S): 0.702, atom 9 (H): 0.106, atom 10 (H): 0.127, atom 11 (H): 0.130, atom 12 (H): 0.112, atom 13 (H): 0.107, atom 14 (H): 0.048

=====

z | Molecular formula: C5H6N2S
Method: DFT, ωB97M-V/def2-TZVPD

Geometry (Å):
C: -1.57354 1.24166 0.24210
C: -1.22739 -0.15547 -0.03492
S: -2.27209 -1.36104 -0.25378
N: 0.07541 -0.41247 -0.34902
C: 1.13349 0.43115 -0.37447
C: 2.26466 -0.35569 -0.10156
N: 1.94960 -1.63238 0.19860
C: 0.68202 -1.81483 0.13819
H: -1.72541 1.96490 -0.71442
H: -0.87134 1.72723 0.88588
H: -2.57591 1.33040 0.74434
H: 1.02933 1.40693 -0.78184
H: 3.30948 0.01186 0.07476
H: -0.19831 -2.38224 0.32614

LUMO energy: -0.513 eV
molar mass: 126.18 g/mol
SMILES: CC(=S)n1ccnc1
spin multiplicity: 1
orbital gap: 0.301 Ha

So, what does the Löwdin scheme give us? The charges, in e, come out as: atom 1 (C): -0.123, atom 2 (C): -0.866, atom 3 (S): 0.752, atom 4 (N): -0.107, atom 5 (C): -0.080, atom 6 (C): -0.146, atom 7 (N): 0.041, atom 8 (C): -0.030, atom 9 (H): 0.149, atom 10 (H): 0.060, atom 11 (H): 0.086, atom 12 (H): 0.110, atom 13 (H): 0.114, atom 14 (H): 0.038

=====

Winner for stability: y

=====

w | Molecular formula: C5H6N2S
Method: DFT, ωB97M-V/def2-TZVPD

Geometry (Å):
C: 1.79906 -0.34650 -0.41144
C: -0.22305 -0.79898 1.05501
C: -1.47920 -0.77825 0.80058
C: -0.49746 0.23327 -1.35688
C: 0.58910 0.32283 -0.26293
N: 2.69782 -1.06012 -0.53428
N: 0.62924 1.65505 0.34405
S: -2.16330 -0.03879 -0.64894
H: 0.45195 -1.18066 1.80180
H: -1.98804 -1.62777 1.15298
H: -0.33698 1.10756 -2.05962
H: -0.37961 -0.68953 -1.92761
H: -0.28272 1.77353 0.84056
H: 1.18318 1.42834 1.20672

LUMO energy: 0.596 eV
molar mass: 126.18 g/mol
spin multiplicity: 1
orbital gap: 0.356 Ha

So, what does the Löwdin scheme give us? The charges, in e, come out as: atom 1 (C): -0.228, atom 2 (C): -0.018, atom 3 (C): -0.497, atom 4 (C): -0.406, atom 5 (C): -0.491, atom 6 (N): 0.177, atom 7 (N): 0.053, atom 8 (S): 0.885, atom 9 (H): 0.096, atom 10 (H): 0.056, atom 11 (H): 0.115, atom 12 (H): 0.073, atom 13 (H): 0.088, atom 14 (H): 0.097

=====

x | Molecular formula: C5H6N2S
Method: DFT, ωB97M-V/def2-TZVPD

Geometry (Å):
C: -1.15882 1.45677 -0.86129
C: -0.19753 0.84480 0.09750
C: 0.21626 -0.43239 0.14085
C: 0.03741 -1.70088 -0.54752
C: 1.38197 -0.21965 1.58296
S: 2.32731 -1.37799 2.17101
N: 1.18483 1.06674 1.83984
N: 0.36054 1.64571 1.07645
H: -1.61952 2.33631 -0.42253
H: -1.92277 0.73390 -1.14133
H: -0.62284 1.75495 -1.75981
H: -0.12686 -2.49614 0.17809
H: 0.94053 -1.93925 -1.11005
H: -0.80051 -1.67286 -1.24418

LUMO energy: -2.139 eV
molar mass: 126.18 g/mol
SMILES: CC1=C(C)C(=S)N=N1
spin multiplicity: 1
orbital gap: 0.252 Ha

So, what does the Löwdin scheme give us? The charges, in e, come out as: atom 1 (C): -0.037, atom 2 (C): -0.347, atom 3 (C): -0.105, atom 4 (C): -0.072, atom 5 (C): -0.748, atom 6 (S): 0.768, atom 7 (N): -0.046, atom 8 (N): 0.096, atom 9 (H): 0.076, atom 10 (H): 0.076, atom 11 (H): 0.081, atom 12 (H): 0.083, atom 13 (H): 0.093, atom 14 (H): 0.082

=====

Winner for stability: w

=====

w | Molecular formula: H9O4
Method: DFT, ωB97M-V/def2-TZVPD

Geometry (Å):
O: 0.17538 -1.17943 2.01693
H: -0.33024 -2.00464 1.97921
H: 0.74929 -1.38715 2.76323
O: -2.44506 0.63732 -0.39339
H: -3.00062 1.28038 -0.83257
H: -2.79025 0.34407 0.44910
O: 2.27692 0.45102 -1.38870
H: 2.67297 -0.37227 -1.70023
H: 2.65146 1.13013 -1.95827
O: 0.06872 0.07784 -0.26992
H: -0.81265 0.34043 -0.63560
H: 0.96895 0.24485 -0.71830
H: 0.04650 -0.22755 0.66646

LUMO energy: -3.122 eV
molar mass: 73.07 g/mol
spin multiplicity: 1
total charge: +1
orbital gap: 0.491 Ha

So, what does the Löwdin scheme give us? The charges, in e, come out as: atom 1 (O): -0.016, atom 2 (H): 0.088, atom 3 (H): 0.089, atom 4 (O): -0.001, atom 5 (H): 0.085, atom 6 (H): 0.079, atom 7 (O): 0.025, atom 8 (H): 0.102, atom 9 (H): 0.104, atom 10 (O): 0.192, atom 11 (H): 0.099, atom 12 (H): 0.073, atom 13 (H): 0.081

=====

x | Molecular formula: H9O4
Method: DFT, ωB97M-V/def2-TZVPD

Geometry (Å):
O: 0.60370 -2.43186 -1.82390
H: 0.04655 -3.25304 -1.46877
H: 0.67327 -2.48017 -2.79669
O: 0.64252 0.25197 2.22180
H: -0.10496 -0.13845 2.72261
H: 0.78036 1.15080 2.72126
O: -1.01943 2.19049 0.10367
H: -0.27931 2.75450 -0.26298
H: -1.81196 2.51727 -0.26437
O: 0.10009 -0.14421 -0.30514
H: 0.41770 -0.19348 0.68257
H: -0.38219 0.66942 -0.57553
H: 0.33365 -0.89325 -0.95454

LUMO energy: -3.326 eV
molar mass: 73.07 g/mol
spin multiplicity: 1
total charge: +1
orbital gap: 0.476 Ha

So, what does the Löwdin scheme give us? The charges, in e, come out as: atom 1 (O): -0.086, atom 2 (H): 0.152, atom 3 (H): 0.078, atom 4 (O): -0.058, atom 5 (H): 0.093, atom 6 (H): 0.153, atom 7 (O): -0.020, atom 8 (H): 0.115, atom 9 (H): 0.050, atom 10 (O): 0.176, atom 11 (H): 0.120, atom 12 (H): 0.100, atom 13 (H): 0.126

=====

Winner for stability: w